77
Properties=species:S:1:pos:R:3:forces:R:3 method="wB97M-V/def2-TZVPD" homo_energy_ev=-6.741 gap_ev=6.7 smiles="CCCCC1=CC2=C(c3ccco3)C(=O)[C@@](C)(OC(=O)c3ccc(OC)cc3)C(=O)C2=CN1CCN1CCOCC1" e_above_lowest_kj_mol=452.3
C -0.8069 -4.3636 0.3805 -0.1165 0.2360 0.0159
C -1.2211 -2.9521 -0.0208 0.0690 -0.1307 -0.1995
C -0.3898 -2.3920 -1.1758 -0.0658 0.0147 0.1882
C 1.0134 -1.9071 -0.7674 -0.2370 -0.1234 -0.1029
C 0.9066 -0.6752 0.0835 0.0671 0.1902 -0.2618
C 0.6622 0.5125 -0.5339 0.0483 -0.1272 0.0033
C 0.3359 1.7093 0.1641 -0.0163 0.3761 0.0879
C 0.1515 2.9588 -0.4204 0.4851 -0.4169 -0.1220
C 0.6004 3.2768 -1.7583 -0.6022 0.8216 -0.2719
C 0.3053 4.3504 -2.5629 0.0112 -0.4882 0.4379
C 1.0584 4.1839 -3.7459 0.4010 -0.5421 -0.1084
C 1.7590 3.0295 -3.5891 -0.0390 0.5943 -0.6977
O 1.4916 2.4688 -2.3935 0.0751 -0.1941 0.3514
C -0.4760 4.0110 0.3440 -0.1175 -0.2163 0.2996
O -0.5053 5.1938 0.0797 -0.1024 0.0434 0.0362
C -1.2768 3.4620 1.5733 -0.1808 0.8717 0.3858
C -1.9716 4.5540 2.3630 0.1117 -0.3246 -0.2475
O -2.2260 2.5765 0.9401 -0.1145 0.1604 0.0420
C -2.6214 1.4989 1.6179 -0.1768 -0.3786 0.3132
O -2.3361 1.2882 2.7763 -0.2720 0.1747 -0.0777
C -3.3787 0.5543 0.7726 -0.0413 -0.0842 -0.2177
C -4.0008 -0.5413 1.3738 0.0693 0.1367 -0.0822
C -4.6521 -1.4772 0.6070 -0.0950 -0.0688 -0.1863
C -4.6922 -1.3466 -0.7861 0.1109 0.1283 0.1810
O -5.3463 -2.3296 -1.4501 0.0428 0.0178 0.3493
C -5.4556 -2.2502 -2.8527 -0.0088 0.0151 -0.2550
C -4.0671 -0.2557 -1.3879 -0.1945 -0.2880 -0.2886
C -3.4185 0.6852 -0.6115 0.0435 0.0546 0.3512
C -0.2907 2.6565 2.3996 0.2199 -0.0834 0.1068
O 0.1081 2.9565 3.4969 -0.0736 -0.0001 -0.1815
C 0.2190 1.5291 1.5876 0.4336 -0.5680 0.0466
C 0.5641 0.3557 2.1661 -0.2708 0.4972 -0.0991
N 0.9143 -0.7506 1.4568 -0.2867 0.2639 -0.1039
C 1.5406 -1.8276 2.1861 0.6185 -0.2973 0.3261
C 3.0488 -1.5297 2.3308 -0.3247 -0.1191 -0.1403
N 3.6123 -1.2380 1.0241 0.1370 -0.0385 0.1230
C 4.6300 -2.1727 0.5807 0.0811 0.0616 -0.3425
C 4.9718 -1.8713 -0.8802 0.0043 -0.3331 0.1965
O 5.4213 -0.5497 -1.0422 0.2000 -0.0090 -0.0034
C 4.4497 0.3665 -0.5930 -0.1806 0.2670 0.2915
C 4.0950 0.1258 0.8741 0.0988 0.0963 -0.3711
H -0.9593 -5.0514 -0.4485 0.0151 -0.1107 -0.0668
H 0.2410 -4.4123 0.6675 0.1533 -0.0683 0.0483
H -1.4038 -4.7067 1.2218 -0.0075 -0.1199 0.0979
H -2.2688 -2.9759 -0.3273 -0.0179 0.0750 0.0661
H -1.1595 -2.2805 0.8378 -0.0966 0.0649 0.0470
H -0.9255 -1.5489 -1.6172 0.0339 -0.0057 -0.0958
H -0.2842 -3.1617 -1.9435 -0.0102 -0.0048 -0.0886
H 1.5556 -1.6432 -1.6765 0.0983 0.0211 0.0958
H 1.5664 -2.7065 -0.2837 0.1051 -0.0051 -0.0135
H 0.6563 0.5360 -1.6108 0.0386 -0.1269 -0.0586
H -0.3583 5.1542 -2.3256 -0.0932 0.1303 0.1352
H 1.0756 4.8363 -4.5950 0.0661 0.0864 -0.2057
H 2.4541 2.5141 -4.2222 0.0946 -0.1306 -0.0165
H -2.5767 4.1070 3.1483 0.0098 -0.0283 0.0691
H -2.5967 5.1467 1.7005 0.0159 0.0371 -0.0297
H -1.2181 5.1938 2.8133 -0.0045 0.0630 0.0261
H -3.9590 -0.6354 2.4480 0.0064 -0.0334 0.0985
H -5.1422 -2.3277 1.0538 -0.0589 -0.0995 0.0652
H -5.9845 -1.3442 -3.1629 0.0348 -0.0235 0.0158
H -4.4731 -2.2830 -3.3340 -0.0359 0.0198 0.0206
H -6.0321 -3.1239 -3.1517 0.0493 0.0800 -0.0248
H -4.0802 -0.1317 -2.4592 -0.0160 -0.0142 -0.0967
H -2.9299 1.5258 -1.0790 0.0502 0.0688 -0.0608
H 0.5205 0.2570 3.2403 0.0336 -0.0617 0.1001
H 1.0818 -1.9022 3.1743 -0.0841 -0.0277 -0.1002
H 1.3934 -2.7721 1.6683 -0.0616 0.0558 0.0556
H 3.1740 -0.6736 3.0020 0.0317 -0.0422 0.0232
H 3.5375 -2.3936 2.7921 0.0288 0.0561 0.0334
H 4.2432 -3.1911 0.6598 0.0402 -0.0410 -0.0048
H 5.5485 -2.0925 1.1879 -0.0453 -0.0554 -0.0073
H 5.7815 -2.5164 -1.2259 -0.0973 -0.0230 0.0084
H 4.0782 -2.0408 -1.4999 0.0522 -0.0316 0.0284
H 4.8793 1.3601 -0.7250 -0.0968 -0.0171 0.0031
H 3.5378 0.2812 -1.2017 0.0402 0.0439 0.0304
H 3.3115 0.8244 1.1715 -0.0105 0.0491 0.0173
H 4.9896 0.3050 1.4953 -0.0729 0.0292 0.0120